(1)
{
  "formula": "C48H42N4O7SSb2Ti",
  "method": "ωB97M-V/def2-TZVPD",
  "spin_multiplicity": 2,
  "charge": 1,
  "gap_ev": [7.93, 6.20],
  "total_energy_ev": -117771.6587,
  "symbols": ["Ti", "O", "C", "O", "C", "O", "C", "C", "O", "O", "H", "H", "H", "H", "H", "C", "C", "C", "C", "C", "C", "N", "Sb", "C", "C", "C", "C", "C", "C", "N", "C", "C", "C", "C", "C", "C", "N", "H", "H", "H", "H", "H", "H", "H", "H", "H", "H", "H", "H", "H", "H", "H", "H", "H", "H", "O", "C", "N", "C", "O", "C", "C", "C", "C", "C", "C", "H", "H", "H", "H", "S", "Sb", "C", "C", "C", "C", "C", "C", "C", "C", "C", "C", "C", "C", "C", "C", "C", "C", "C", "C", "H", "H", "H", "H", "H", "H", "H", "H", "H", "H", "H", "H", "H", "H", "H"],
  "xyz": [[-0.097, 0.657, -1.624], [-1.950, -1.965, 0.625], [-1.124, -0.902, 0.414], [-0.655, -0.830, -0.815], [-1.776, 0.408, 0.904], [-1.374, 1.522, 0.083], [-0.501, 2.440, 0.734], [0.863, 1.769, 0.874], [1.556, 2.027, 1.865], [1.135, 0.908, -0.011], [-1.815, -2.570, -0.120], [-1.599, 0.602, 1.958], [-2.843, 0.272, 0.732], [-0.888, 2.732, 1.710], [-0.420, 3.319, 0.096], [0.609, 4.714, -2.032], [1.419, 3.529, -2.472], [2.613, 3.647, -3.166], [3.272, 2.502, -3.603], [2.726, 1.252, -3.365], [1.552, 1.205, -2.639], [0.950, 2.307, -2.207], [-0.150, -0.944, -4.005], [-2.081, -2.004, -3.912], [-2.625, -2.428, -5.120], [-3.899, -2.970, -5.108], [-4.584, -3.033, -3.910], [-3.980, -2.561, -2.747], [-4.745, -2.535, -1.459], [-2.732, -2.067, -2.756], [1.208, -2.398, -3.166], [1.567, -3.578, -3.801], [2.640, -4.293, -3.287], [3.291, -3.810, -2.166], [2.855, -2.625, -1.574], [3.514, -2.075, -0.343], [1.839, -1.926, -2.090], [-0.442, 4.431, -1.975], [0.935, 5.074, -1.053], [0.714, 5.532, -2.742], [3.024, 4.627, -3.366], [4.204, 2.591, -4.147], [3.192, 0.345, -3.726], [-2.057, -2.326, -6.036], [-4.359, -3.317, -6.025], [-5.591, -3.427, -3.878], [-5.715, -3.014, -1.578], [-4.209, -3.025, -0.650], [-4.893, -1.495, -1.165], [1.029, -3.916, -4.677], [2.976, -5.202, -3.770], [4.153, -4.331, -1.771], [4.600, -2.121, -0.427], [3.187, -1.048, -0.193], [3.211, -2.666, 0.524], [-3.478, 0.805, -1.366], [-3.020, 1.366, -2.333], [-1.662, 1.396, -2.684], [-1.548, 2.025, -3.930], [-0.536, 2.098, -4.597], [-2.889, 2.523, -4.337], [-3.290, 3.225, -5.453], [-4.644, 3.531, -5.560], [-5.550, 3.117, -4.591], [-5.139, 2.385, -3.480], [-3.793, 2.108, -3.370], [-2.574, 3.518, -6.210], [-4.997, 4.099, -6.411], [-6.597, 3.366, -4.707], [-5.842, 2.048, -2.730], [0.402, -1.545, 1.680], [1.394, -0.438, 3.544], [1.223, -2.062, 4.922], [2.163, -2.155, 5.942], [2.042, -3.147, 6.904], [0.984, -4.043, 6.848], [0.051, -3.955, 5.823], [0.170, -2.966, 4.857], [3.514, -0.099, 3.579], [4.043, 1.105, 4.019], [5.415, 1.292, 3.980], [6.245, 0.287, 3.502], [5.705, -0.913, 3.067], [4.331, -1.112, 3.104], [0.038, 0.959, 4.452], [-1.234, 0.468, 4.719], [-2.212, 1.322, 5.210], [-1.910, 2.656, 5.445], [-0.628, 3.131, 5.209], [0.352, 2.287, 4.705], [2.990, -1.455, 5.991], [2.773, -3.216, 7.699], [0.887, -4.809, 7.606], [-0.773, -4.654, 5.772], [-0.549, -2.910, 4.047], [3.398, 1.896, 4.373], [5.835, 2.232, 4.315], [7.315, 0.444, 3.473], [6.350, -1.698, 2.696], [3.910, -2.052, 2.766], [-1.470, -0.576, 4.541], [-3.206, 0.942, 5.405], [-2.675, 3.325, 5.817], [-0.383, 4.166, 5.410], [1.340, 2.671, 4.499]]
}



(2)
{
  "formula": "C48H45AsBiBr2Cl4GeN5O3Se",
  "method": "ωB97M-V/def2-TZVPD",
  "charge": -2,
  "gap_ev": 6.44,
  "total_energy_ev": -442818.7171,
  "symbols": ["Bi", "Br", "C", "C", "C", "Br", "C", "C", "C", "C", "N", "C", "C", "O", "H", "H", "H", "H", "C", "C", "C", "C", "C", "C", "C", "C", "C", "C", "N", "C", "C", "C", "C", "C", "N", "H", "H", "H", "H", "H", "H", "H", "H", "H", "H", "H", "H", "H", "H", "H", "H", "H", "Cl", "C", "C", "C", "C", "C", "Cl", "C", "N", "H", "H", "H", "Se", "C", "N", "Cl", "C", "Cl", "C", "O", "O", "H", "C", "As", "C", "C", "H", "H", "H", "H", "H", "H", "H", "H", "H", "Ge", "C", "C", "C", "C", "C", "C", "C", "C", "C", "C", "C", "C", "H", "H", "H", "H", "H", "H", "H", "H", "H", "H", "H"],
  "xyz": [[-0.478, -0.694, -0.784], [1.200, -3.185, -5.063], [-0.467, -3.505, -4.233], [-1.322, -4.458, -4.773], [-2.526, -4.707, -4.169], [-3.667, -6.028, -4.932], [-2.926, -4.022, -3.010], [-4.158, -4.178, -2.344], [-4.436, -3.410, -1.245], [-3.475, -2.497, -0.787], [-2.318, -2.369, -1.374], [-2.023, -3.070, -2.469], [-0.766, -2.770, -3.090], [0.032, -1.882, -2.616], [-1.029, -4.983, -5.671], [-4.881, -4.889, -2.722], [-5.384, -3.482, -0.736], [-3.679, -1.833, 0.041], [-3.588, -2.862, 3.886], [-3.289, -1.836, 2.791], [-2.640, -0.605, 3.357], [-3.457, 0.245, 4.086], [-2.973, 1.397, 4.671], [-1.629, 1.688, 4.543], [-0.785, 0.877, 3.802], [0.668, 1.287, 3.728], [1.649, 0.169, 4.073], [-1.284, -0.269, 3.158], [-0.493, -0.963, 2.264], [-0.414, -2.246, 2.292], [0.108, -3.085, 1.282], [0.143, -4.485, 1.368], [0.613, -4.947, 0.146], [0.851, -3.816, -0.623], [0.555, -2.693, 0.043], [-4.060, -3.747, 3.462], [-4.256, -2.437, 4.634], [-2.673, -3.168, 4.393], [-4.225, -1.537, 2.311], [-2.650, -2.290, 2.034], [-4.504, -0.006, 4.179], [-3.628, 2.057, 5.222], [-1.225, 2.575, 5.015], [0.790, 2.089, 4.460], [0.530, 1.239, 1.694], [1.320, -0.357, 4.967], [2.635, 0.597, 4.249], [1.714, -0.526, 3.237], [-0.762, -2.809, 3.172], [-0.149, -5.062, 2.226], [0.757, -5.968, -0.160], [1.237, -3.779, -1.624], [2.553, 3.716, 4.249], [1.539, 4.140, 2.901], [1.441, 5.489, 2.614], [0.766, 5.907, 1.483], [0.225, 4.961, 0.630], [0.282, 3.620, 0.950], [-0.451, 2.459, -0.119], [0.915, 3.149, 2.124], [0.980, 1.813, 2.401], [1.910, 6.201, 3.277], [0.676, 6.957, 1.258], [-0.250, 5.261, -0.289], [-3.478, -0.593, -4.622], [-2.437, -0.097, -3.346], [-1.709, 0.226, -2.491], [-5.881, 2.664, 0.242], [-4.160, 2.311, 0.327], [-3.432, 3.221, 1.658], [-3.839, 0.755, 0.511], [-4.794, 0.001, 0.610], [-2.624, 0.538, 0.509], [-3.702, 2.672, -0.599], [3.704, -2.535, 1.939], [2.873, -1.085, 0.856], [4.348, 0.195, 1.250], [3.587, -1.804, -0.824], [4.720, -2.727, 1.587], [3.122, -3.450, 1.829], [3.746, -2.278, 2.999], [5.295, -0.115, 0.809], [4.483, 0.286, 2.329], [4.096, 1.177, 0.859], [4.606, -1.462, -0.992], [2.975, -1.502, -1.668], [3.578, -2.892, -0.777], [1.361, 0.614, -2.210], [0.599, 1.955, -3.492], [0.058, 1.495, -4.686], [-0.533, 2.352, -5.592], [-0.581, 3.710, -5.324], [-0.029, 4.191, -4.151], [0.552, 3.320, -3.246], [3.092, 1.618, -1.826], [4.291, 1.234, -2.412], [5.468, 1.924, -2.182], [5.475, 3.042, -1.367], [4.292, 3.447, -0.776], [3.128, 2.732, -0.997], [1.972, -0.247, -3.341], [0.100, 0.434, -4.895], [-0.960, 1.968, -6.508], [-1.048, 4.388, -6.027], [-0.052, 5.254, -3.940], [0.986, 3.708, -2.335], [4.295, 0.371, -3.064], [6.390, 1.592, -2.644], [6.395, 3.585, -1.184], [4.279, 4.315, -0.130], [2.225, 3.052, -0.503]]
}



In the order shown, the computed max |F| values come out to 2.44 3.03 eV Å⁻¹.